Density functional theory data (ωB97M-V with the def2-TZVPD basis set) for C17H22AlBCl4F5O5S as an isolated structure.

Each line ends with the Mulliken charge.
Atoms and positions in Å:
C (4.92, 1.33, 1.64)  -0.72
C (3.63, 1.26, 2.12)  -0.16
Al (2.25, 0.48, 0.80)  -0.55
C (0.35, 0.64, 1.60)  -0.63
O (-0.60, -0.26, 0.95)  -0.18
C (-1.87, 0.25, 0.87)  0.49
C (-2.48, 1.17, 1.86)  -0.50
C (-3.81, 1.72, 1.74)  0.76
C (-4.26, 2.72, 2.87)  -1.28
C (-4.66, 1.37, 0.59)  -0.88
C (-4.09, 0.45, -0.38)  -0.68
C (-2.74, -0.12, -0.27)  0.52
C (-2.32, -1.12, -1.39)  0.48
C (-2.20, -2.63, -0.90)  -0.90
C (-0.97, -0.75, -2.12)  -1.43
B (2.77, -1.54, 0.56)  1.14
O (2.69, -2.28, -0.65)  -0.64
O (3.28, -2.21, 1.73)  -0.43
C (4.70, -2.11, 1.82)  -0.70
S (2.16, 1.67, -1.20)  1.04
O (2.81, 0.88, -2.27)  -0.72
O (0.72, 1.79, -1.57)  -0.65
C (2.78, 3.44, -1.11)  0.50
F (3.52, 3.74, 0.01)  -0.22
F (3.58, 3.66, -2.24)  -0.27
C (1.63, 4.54, -1.19)  0.55
F (2.22, 5.79, -1.05)  -0.28
F (0.74, 4.43, -0.16)  -0.20
F (1.01, 4.56, -2.40)  -0.22
H (5.24, 0.54, 0.91)  0.09
H (5.64, 2.14, 1.90)  0.23
H (3.36, 1.64, 3.13)  0.23
H (0.41, 0.31, 2.69)  0.40
H (0.08, 1.73, 1.52)  0.35
H (-1.84, 1.43, 2.74)  0.27
H (-4.80, 2.11, 3.65)  0.28
H (-3.35, 3.19, 3.35)  0.30
H (-4.94, 3.52, 2.48)  0.33
H (-5.67, 1.84, 0.54)  0.30
H (-4.71, 0.16, -1.27)  0.21
H (-3.12, -1.12, -2.19)  0.42
H (-2.91, -3.25, -1.51)  0.17
H (-1.18, -2.99, -1.18)  0.16
H (-2.39, -2.75, 0.20)  0.30
H (-0.15, -0.66, -1.37)  0.11
H (-0.70, -1.58, -2.83)  0.38
H (-1.03, 0.22, -2.69)  0.33
H (3.53, -2.78, -0.68)  0.23
H (5.18, -3.08, 2.13)  0.24
H (5.02, -1.37, 2.61)  0.21
H (5.18, -1.80, 0.85)  0.26
C (-2.52, -6.06, -3.04)  0.36
Cl (-3.24, -6.14, -1.42)  -0.10
Cl (-2.51, -7.69, -3.76)  -0.13
Cl (-3.48, -4.97, -4.07)  -0.11
Cl (-0.86, -5.46, -2.93)  -0.06

Properties
Charge: -1
Energy: -110008.665 eV